*i*
Below is a 2-piece molecular cluster, C2H5NO3 overall, with properties calculated with ωB97M-V/def2-TZVPD.

```
11
Properties=species:S:1:pos:R:3
N -0.77693 -1.07738 2.05385
C 0.08254 -1.29426 3.15114
O 0.16997 -2.42027 3.57680
H -0.86624 -1.83491 1.46600
H -0.36295 -0.13402 1.61475
H 0.62808 -0.38468 3.50113
O 1.13604 2.62209 -3.51991
C 0.44605 1.67428 -3.47235
O 0.31275 1.11712 -2.16205
H -0.23413 1.07453 -4.13209
H -0.53519 0.65750 -2.07726
```

multiplicity	1
gap between HOMO and LUMO	10.51	eV
SMILES	NC=O.O=CO
total charge	0
HOMO level	-10.24	eV

Atom charges from the natural (NBO) analysis, given in e for atoms 1 to 8: N -0.826; C 0.523; O -0.572; H 0.388; H 0.370; H 0.118; O -0.501; C 0.640

*ii*
Below is a 2-piece molecular cluster, C2H5NO3 overall, with properties calculated with ωB97M-V/def2-TZVPD.

```
11
Properties=species:S:1:pos:R:3
O -0.14525 -1.69147 -0.04115
C -1.21260 -1.17383 -0.14618
C -1.68713 0.25374 -0.16197
O -2.83612 0.52212 -0.04261
O -0.65491 1.16458 0.00558
H -2.17609 -1.69028 -0.13621
H 0.30073 0.93351 0.15569
N 1.88484 0.53242 0.00330
H 1.85574 -0.52339 0.10810
H 2.15117 0.92635 0.96632
H 2.51961 0.74626 -0.71086
```

multiplicity	1
gap between HOMO and LUMO	9.94	eV
SMILES	O=CC(=O)O.N
total charge	0
HOMO level	-10.27	eV

Atom charges from the natural (NBO) analysis, given in e for atoms 1 to 8: O -0.488; C 0.353; C 0.677; O -0.513; O -0.737; H 0.114; H 0.516; N -1.089

*iii*
Below is one molecule with the formula C2H5NO3, with properties calculated with ωB97M-V/def2-TZVPD.

```
11
Properties=species:S:1:pos:R:3
H -2.92151 -0.04701 -0.03065
N -1.93632 -0.33101 0.05011
C -1.02218 0.45677 0.25494
C 0.73716 -0.21957 0.09235
O 1.22890 0.50125 -1.02201
O 0.59619 -1.51568 -0.35718
O 1.32775 0.07765 1.29051
H -1.07406 1.63365 0.38197
H 1.95057 0.02364 -1.40828
H -0.33484 -1.58318 -0.42248
H 1.44832 1.00350 1.17072
```

multiplicity	1
gap between HOMO and LUMO	10.03	eV
SMILES	[H]/N=C/C(O)(O)O
total charge	0
HOMO level	-9.27	eV

Atom charges from the natural (NBO) analysis, given in e for atoms 1 to 8: H 0.373; N -0.693; C 0.095; C 0.741; O -0.747; O -0.709; O -0.682; H 0.151

*iv*
Below is a 2-piece molecular cluster, C2H5NO3 overall, with properties calculated with ωB97M-V/def2-TZVPD.

```
11
Properties=species:S:1:pos:R:3
N 1.60198 2.29696 -1.77969
C 1.07556 1.19318 -1.04922
O 0.50035 1.31308 -0.00850
H 2.56289 2.07058 -2.04322
H 1.17057 2.30182 -2.71065
H 1.26502 0.22145 -1.54726
O -1.68979 -2.37286 1.70624
C -1.12274 -1.37928 1.38135
O -0.60667 -1.24606 0.15353
H -1.09346 -0.45735 1.97621
H -0.25732 -0.35543 0.03030
```

multiplicity	1
gap between HOMO and LUMO	10.78	eV
SMILES	NC=O.O=CO
total charge	0
HOMO level	-10.40	eV

Atom charges from the natural (NBO) analysis, given in e for atoms 1 to 8: N -0.883; C 0.566; O -0.520; H 0.376; H 0.382; H 0.106; O -0.559; C 0.639

We find *iv* to be the most stable, with the next structure 23.0 kJ/mol higher.

*i*
Below is one molecule with the formula CH3NS2, with properties calculated with ωB97M-V/def2-TZVPD.

```
7
Properties=species:S:1:pos:R:3
S 0.69880 -0.13203 -2.47717
C -0.17848 -0.39529 -1.03015
N 0.26819 0.21718 0.15976
S -0.63202 0.34142 1.67018
H -1.17972 -1.01628 -0.92515
H 0.71277 1.16757 -0.02121
H 0.31045 -0.18257 2.62374
```

multiplicity	1
gap between HOMO and LUMO	8.80	eV
SMILES	S=CNS
total charge	0
HOMO level	-8.90	eV

Charges computed using natural (NBO), reported in e: S -0.112; C -0.063; N -0.748; S 0.145; H 0.221; H 0.419; H 0.138

*ii*
Below is one molecule with the formula CH3NS2, with properties calculated with ωB97M-V/def2-TZVPD.

```
7
Properties=species:S:1:pos:R:3
N -0.52406 -1.03719 -0.06567
C 0.26079 0.03153 -0.17115
S 1.87066 -0.05877 -0.10840
S -0.55103 1.63008 -0.10278
H 0.06556 -1.93833 0.00504
H -1.57657 -0.84710 -0.11210
H 0.45466 2.21978 0.55506
```

multiplicity	1
gap between HOMO and LUMO	9.00	eV
SMILES	NC(=S)S
total charge	0
HOMO level	-8.54	eV

Charges computed using natural (NBO), reported in e: N -0.806; C -0.081; S -0.140; S -0.005; H 0.443; H 0.420; H 0.169

*iii*
Below is one molecule with the formula CH3NS2, with properties calculated with ωB97M-V/def2-TZVPD.

```
7
Properties=species:S:1:pos:R:3
N 0.01868 -0.34487 1.18419
S 0.43750 0.98909 0.31287
C 0.04305 0.31475 -1.18826
S 0.06986 0.98538 -2.65209
H 0.78838 -0.99074 1.64900
H -0.85053 -0.40079 1.65213
H -0.50695 -0.55282 -0.95784
```

multiplicity	1
gap between HOMO and LUMO	8.56	eV
SMILES	NSC=S
total charge	0
HOMO level	-8.61	eV

Charges computed using natural (NBO), reported in e: N -1.055; S 0.575; C -0.530; S 0.013; H 0.402; H 0.389; H 0.206

We find *ii* to be the most stable, with the next structure 89.0 kJ/mol higher.

*i*
Below is C4H13N3O2 as an isolated structure, with properties calculated with ωB97M-V/def2-TZVPD.

```
22
Properties=species:S:1:pos:R:3
C -0.73563 -1.03740 0.54677
C 1.05244 -1.65550 -0.06755
C -2.10463 -0.72781 -0.04090
N 2.01440 -0.84615 0.47939
O -0.43725 -0.29916 1.70455
H -0.37449 0.64226 1.46833
H -0.86507 -2.05478 0.93323
H 1.88195 0.16324 0.23581
H 2.07165 -0.93917 1.48808
H 1.06306 -2.67048 0.31668
H 0.94197 -1.58758 -1.14444
H -2.87973 -0.96697 0.68339
H -2.27267 -1.31623 -0.95418
H -2.24441 0.33644 -0.24577
N 0.36102 2.35326 0.64809
C -0.00765 1.01998 -1.18235
O 0.42546 0.38469 -2.30663
N 0.87880 1.54229 -0.39260
H 1.39502 0.40606 -2.29126
H -0.27617 3.06502 0.28999
H 1.14357 2.81224 1.09228
H -1.03165 1.37576 -1.26089
```

multiplicity	1
gap between HOMO and LUMO	8.19	eV
total charge	0
HOMO level	-7.39	eV

Atom charges from the natural (NBO) analysis, given in e for atoms 1 to 8: C 0.004; C -0.166; C -0.645; N -0.843; O -0.756; H 0.479; H 0.158; H 0.390

*ii*
Below is C4H13N3O2 as an isolated structure, with properties calculated with ωB97M-V/def2-TZVPD.

```
22
Properties=species:S:1:pos:R:3
C -1.40403 -0.55377 -0.37835
C -2.89052 -0.35769 -0.19704
O -0.99417 -1.75806 0.33037
O -1.10931 -0.73748 -1.75902
H -1.60307 -2.49620 0.14041
H -1.74433 -1.36773 -2.15058
H -0.25029 0.04181 0.45623
H -3.45459 -1.21763 -0.61312
H -3.22441 0.52936 -0.73387
H -3.14874 -0.26268 0.85656
C 1.15634 1.52840 1.84501
C 1.81848 0.14895 -0.00338
N 2.61789 1.11504 -0.54669
N 1.69428 -1.01554 -0.69169
N 0.97440 0.40018 0.95850
H 1.61791 -0.92479 -1.69542
H 0.93660 -1.60107 -0.33234
H 2.93189 0.98973 -1.49466
H 2.47866 2.07057 -0.26687
H 0.78472 2.45251 1.38428
H 2.20053 1.68959 2.12620
H 0.61175 1.32648 2.76546
```

multiplicity	1
gap between HOMO and LUMO	8.36	eV
total charge	0
HOMO level	-7.56	eV

Atom charges from the natural (NBO) analysis, given in e for atoms 1 to 8: C 0.216; C -0.671; O -0.793; O -0.766; H 0.443; H 0.441; H 0.329; H 0.169

We find *ii* to be the most stable, with the next structure 159.6 kJ/mol higher.